No. 1
C6H14NO4P | ωB97M-V with the def2-TZVPD basis set

```
26
C6H14NO4P ωB97M-V with the def2-TZVPD basis set
C 2.14265 -1.28346 1.47919
C 0.72550 -1.57175 1.73178
C 0.58218 -2.45604 3.07400
C 0.06026 -0.29794 1.92675
N -0.38699 0.76078 2.04936
O -0.91988 1.80673 2.27137
H 2.26177 -0.51946 0.72643
H 2.80622 -0.92729 2.25176
H 2.75457 -2.09855 1.01347
H 0.35641 -2.11535 0.90646
H 0.02382 -3.31741 2.90538
H 1.59964 -2.82130 3.33550
H 0.23502 -1.77289 3.93804
C -2.16052 2.74683 -1.30379
O -2.20373 1.34957 -1.49840
P -0.88907 0.42504 -1.30802
O -1.23891 -1.01616 -1.49240
O 0.24101 0.99184 -2.37825
C 0.11243 0.51777 -3.66024
H -2.62780 3.14959 -2.21718
H -1.07303 3.07754 -1.27850
H -2.57943 3.04065 -0.25182
H -0.22513 0.78981 -0.13692
H 1.10987 0.70937 -4.14428
H -0.45007 1.26218 -4.16885
H -0.25676 -0.43006 -3.77084
```

As for the maximum force: 4.7 eV Å⁻¹. As for the molar mass: 195.155 g/mol. As for the LUMO energy: 0.029 Ha. As for the SMILES: CC(C)C#[N+][O-].CO[PH](=O)OC. For the energy above the lowest of the compared OMol25 structures with the same formula, charge and spin, the calculation gives 38.7 kcal per mole.

natural (NBO) population analysis, charges in e, atoms 1 to 2: atom 1 (C): -0.607, atom 2 (C): -0.314

No. 2
C3H3NO2 | ωB97M-V with the def2-TZVPD basis set

```
9
C3H3NO2 ωB97M-V with the def2-TZVPD basis set
N -2.24035 -0.64646 -0.33879
C -1.38122 0.19447 -0.03706
C -0.04068 0.60823 0.54400
O 0.63333 1.48439 -0.26350
C 0.76374 -0.83168 0.41831
O 1.64045 -0.97190 -0.35623
H -0.44429 1.07083 1.49866
H 1.49645 1.19768 -0.75590
H 0.38901 -1.66924 1.03511
```

As for the maximum force: 8.4 eV Å⁻¹. As for the molar mass: 85.062 g/mol. As for the LUMO energy: 0.004 Ha. As for the SMILES: N#C[C@H](O)C=O. For the energy above the lowest of the compared OMol25 structures with the same formula, charge and spin, the calculation gives 70.1 kcal per mole.

natural (NBO) population analysis, charges in e, atoms 1 to 2: atom 1 (N): -0.298, atom 2 (C): 0.222

No. 3
C18H17N3O3 | ωB97M-V with the def2-TZVPD basis set

```
41
C18H17N3O3 ωB97M-V with the def2-TZVPD basis set
C -4.75394 -1.87801 0.76084
N -3.48010 -1.99305 0.09297
C -2.88634 -3.33201 -0.21788
C -2.64048 -0.89759 0.32650
C -1.37176 -0.70567 -0.13187
C -0.51217 0.50553 0.11549
C -0.81192 1.75728 0.67203
N -2.02534 2.30328 1.11596
O -2.96204 2.42291 0.33967
O -2.09842 2.61619 2.31418
C 0.45187 2.47731 0.75398
C 0.76418 3.69076 1.40598
C 2.09125 4.10591 1.37324
C 3.08360 3.38652 0.70704
O 4.37588 3.78665 0.73064
C 2.76178 2.14852 0.14241
C 1.43200 1.69281 0.19294
N 0.85605 0.50310 -0.23216
C 1.53068 -0.54475 -0.84172
C 2.43538 -1.37036 -0.15907
C 3.05796 -2.43492 -0.77025
C 2.79512 -2.67617 -2.12866
C 1.84294 -1.92156 -2.81522
C 1.24092 -0.84816 -2.15650
H -5.31474 -1.04418 0.34494
H -4.62290 -1.70510 1.82129
H -5.30986 -2.81421 0.66263
H -3.55960 -4.11873 0.12773
H -2.75419 -3.43579 -1.30635
H -1.93206 -3.55348 0.26512
H -3.09017 -0.12193 0.90698
H -0.92604 -1.55157 -0.68731
H 0.03495 4.23192 1.98868
H 2.30613 5.01996 1.92990
H 4.47055 4.60259 1.20535
H 3.56091 1.57662 -0.27674
H 2.66651 -1.10578 0.86640
H 3.80377 -3.01153 -0.26289
H 3.37053 -3.44847 -2.64048
H 1.56350 -2.12168 -3.84887
H 0.55562 -0.19320 -2.68693
```

As for the maximum force: 3.4 eV Å⁻¹. As for the molar mass: 323.352 g/mol. As for the LUMO energy: 0.004 Ha. As for the SMILES: CN(C)/C=C/c1c([N+](=O)[O-])c2ccc(O)cc2n1-c1ccccc1. For the energy above the lowest of the compared OMol25 structures with the same formula, charge and spin, the calculation gives 140.1 kcal per mole.

natural (NBO) population analysis, charges in e, atoms 1 to 2: atom 1 (C): -0.398, atom 2 (N): -0.419

No. 4
C23H53NReS2Si5Te | ωB97M-V with the def2-TZVPD basis set

```
86
C23H53NReS2Si5Te ωB97M-V with the def2-TZVPD basis set
Re 0.98804 -0.74512 -0.60863
C -0.23787 -6.32703 3.55692
Si -0.35985 -4.45767 3.44564
C -1.88160 -3.86760 4.36688
C 1.18401 -3.71492 4.19190
C -0.59443 -4.02094 1.61490
C -1.27205 -4.92670 0.80294
C -1.47301 -4.69543 -0.55958
C -0.98915 -3.52214 -1.09254
N -0.36947 -2.61999 -0.33547
C -0.15550 -2.85712 0.97044
S 0.76206 -1.55174 1.69136
H -0.01485 -6.62087 4.58253
H 0.56620 -6.70141 2.92223
H -1.15712 -6.83557 3.26980
H -1.85695 -4.18950 5.40816
H -2.79414 -4.25856 3.91599
H -1.94318 -2.77879 4.35439
H 1.36051 -4.21068 5.14930
H 1.08841 -2.64681 4.37121
H 2.06173 -3.86835 3.56444
H -1.64037 -5.85242 1.22686
H -1.98005 -5.41412 -1.18628
H -1.08328 -3.27955 -2.14460
S 1.92720 -1.46816 -2.39618
C 5.11897 0.06663 -1.69955
Si 4.23698 0.02324 -0.03916
C 4.44216 -1.73447 0.60633
C 5.19724 1.12368 1.16295
C 2.44868 0.68789 -0.06253
Si 2.27467 2.38553 -0.86530
C 3.76424 3.03739 -1.81393
C 0.87728 2.48885 -2.13234
C 1.98379 3.62764 0.52991
H 5.92472 -0.66930 -1.67512
H 5.56657 1.03383 -1.91304
H 4.45602 -0.20290 -2.51979
H 5.39707 -1.81155 1.13047
H 4.45320 -2.44744 -0.21972
H 3.66074 -2.03895 1.29444
H 6.26303 0.89498 1.12848
H 4.85882 0.95745 2.18762
H 5.08121 2.18431 0.94689
H 2.26027 0.89883 1.00616
H 3.96996 2.43327 -2.69627
H 4.67185 3.08955 -1.21750
H 3.53537 4.04895 -2.15549
H 1.24955 2.20468 -3.11661
H 0.50030 3.51128 -2.19659
H 0.03457 1.82902 -1.90784
H 2.85229 3.64768 1.19035
H 1.12780 3.37017 1.15479
H 1.83207 4.63732 0.14836
C -2.41220 2.66700 -3.47931
Si -2.40349 0.79182 -3.54241
C -3.87182 0.22075 -4.56329
C -0.82577 0.16709 -4.31265
C -2.74076 0.05555 -1.82887
Te -1.52532 0.22696 -0.08524
C -1.61363 2.35322 0.04784
Si -2.85423 2.95933 1.32270
C -2.26283 2.40460 3.00878
C -2.91969 4.82695 1.22240
C -4.54145 2.24199 0.93465
H -2.48362 3.05825 -4.49491
H -1.50061 3.07286 -3.04396
H -3.26706 3.05186 -2.92102
H -3.77648 0.55741 -5.59547
H -4.81294 0.61039 -4.17400
H -3.94080 -0.86752 -4.57870
H -0.62060 0.74269 -5.21743
H -0.91283 -0.88157 -4.60007
H 0.04200 0.25056 -3.65954
H -2.88464 -1.02407 -1.92944
H -3.70148 0.44725 -1.48335
H -1.81438 2.71817 -0.95693
H -0.60620 2.67309 0.31111
H -1.32233 2.89251 3.26853
H -2.09814 1.32572 3.04400
H -2.98907 2.65117 3.78325
H -1.93476 5.26907 1.37255
H -3.58551 5.23499 1.98294
H -3.28728 5.15438 0.24932
H -4.54850 1.15112 0.96989
H -4.88548 2.55364 -0.05252
H -5.27279 2.59639 1.66254
```

As for the maximum force: 0.5 eV Å⁻¹. As for the molar mass: 862.055 g/mol. As for the LUMO energy (spin up / spin down): 0.001 / -0.020 Ha. The spin multiplicity is 4. For the energy above the lowest of the compared OMol25 structures with the same formula, charge and spin, the calculation gives 1.0 kcal per mole.

Mulliken population analysis, charges in e, atoms 1 to 2: atom 1 (Re): -0.068, atom 2 (C): -1.152

No. 5
C17H19BiF5IN4O2S2 | ωB97M-V with the def2-TZVPD basis set

```
51
C17H19BiF5IN4O2S2 ωB97M-V with the def2-TZVPD basis set
Bi 1.70758 -0.37254 -2.21560
C -4.85599 1.86544 2.80156
C -3.47021 1.46670 2.40288
C -3.26030 0.43076 1.50025
C -1.98083 0.08485 1.10657
C -0.90345 0.76403 1.63712
C -1.08159 1.77908 2.56144
C -2.36686 2.13758 2.92779
S 0.72886 0.31057 1.07261
O 0.84868 -1.11526 1.10978
O 1.71359 1.07235 1.78567
N 0.72626 0.74688 -0.54030
C 0.83487 2.04683 -0.91114
C 0.52795 3.16433 -0.12633
C 0.60283 4.40976 -0.70970
C 0.96375 4.53393 -2.04916
C 1.31801 3.38655 -2.72810
N 1.27047 2.18502 -2.16531
H -5.58388 1.14928 2.43059
H -5.10434 2.84566 2.39535
H -4.93411 1.92746 3.88503
H -4.09987 -0.10447 1.08245
H -1.80898 -0.71059 0.40489
H -0.22234 2.27225 2.99063
H -2.52227 2.95056 3.62154
H 0.28208 3.04320 0.91121
H 0.38326 5.29412 -0.13136
H 0.98639 5.49269 -2.54130
H 1.65506 3.42007 -3.75536
C 1.93952 -3.69639 2.81159
N 2.78522 -2.82606 2.02485
C 3.09162 -3.06651 0.73954
N 2.96015 -4.31723 0.25540
S 3.76013 -1.87419 -0.21206
H 1.81145 -3.24671 3.79222
H 2.40664 -4.67737 2.92799
H 0.94678 -3.80920 2.36441
H 2.71000 -1.84100 2.23860
H 2.30188 -4.95282 0.67150
H 3.13983 -4.42489 -0.72954
F -0.66066 -2.10085 -0.81577
C 0.21701 -2.28589 -1.84617
F 0.95286 -3.39405 -1.51059
C -0.67008 -2.71867 -3.02545
F 0.03382 -2.95776 -4.14078
F -1.37836 -3.82695 -2.77505
F -1.56282 -1.76419 -3.32634
I 2.23455 0.84650 -5.33172
C 0.58581 0.15274 -4.13986
H 0.14382 -0.67253 -4.67462
H -0.10379 0.97691 -4.05186
```

As for the maximum force: 1.8 eV Å⁻¹. As for the molar mass: 806.373 g/mol. As for the LUMO energy: 0.010 Ha. For the energy above the lowest of the compared OMol25 structures with the same formula, charge and spin, the calculation gives 6.8 kcal per mole.

natural (NBO) population analysis, charges in e, atoms 1 to 2: atom 1 (Bi): 1.456, atom 2 (C): -0.632

No. 6
C21H33CoN5SSeSi2 | ωB97M-V with the def2-TZVPD basis set

```
64
C21H33CoN5SSeSi2 ωB97M-V with the def2-TZVPD basis set
Co 0.17411 -0.78826 0.98410
C -0.02053 3.50560 4.02078
C 0.37172 2.11911 4.36134
N 0.67854 1.66512 5.52576
N 0.97282 0.34682 5.31641
C 0.86294 -0.04289 4.03349
S 1.14532 -1.53450 3.37692
N 0.47728 1.11483 3.41364
N 0.16599 1.17931 2.06579
H -0.10366 4.09139 4.93174
H -0.97705 3.52106 3.49640
H 0.72828 3.96772 3.37431
H 1.22773 -0.24770 6.08390
H 0.74441 1.84970 1.57108
H -0.81630 1.41659 1.93412
C 0.43588 -0.60539 -3.82522
Si -0.21660 -0.70562 -2.04690
C -0.02430 -2.52608 -1.51518
C -2.04054 -0.23856 -2.15199
C 0.79397 0.38816 -0.89023
C 2.12187 -0.19102 -0.66184
C 3.29449 0.06496 -1.39221
C 4.46724 -0.57075 -1.04093
C 4.47620 -1.46326 0.02920
C 3.29206 -1.67768 0.70342
N 2.16037 -1.05890 0.36973
Si 0.75350 2.22521 -1.19715
C 1.17105 2.82536 -2.94677
C -0.98085 2.87927 -0.78148
C 2.04301 3.07643 -0.06849
H -0.04863 -1.34961 -4.46358
H 1.51520 -0.77172 -3.87157
H 0.23233 0.37537 -4.25694
H -0.85426 -3.13795 -1.87073
H 0.00639 -2.64546 -0.42623
H 0.90527 -2.94744 -1.90436
H -2.59159 -1.05287 -2.62994
H -2.18068 0.65999 -2.75921
H -2.48857 -0.06385 -1.17377
H 3.25308 0.74332 -2.23335
H 5.37564 -0.39378 -1.60428
H 5.38084 -1.97127 0.33043
H 3.24017 -2.35832 1.54445
H 0.49695 2.39163 -3.68617
H 2.19041 2.55654 -3.23272
H 1.08265 3.91273 -3.01474
H -1.53741 3.06443 -1.70324
H -0.95464 3.82070 -0.22667
H -1.55730 2.15103 -0.20490
H 2.95607 2.48014 -0.02020
H 1.70901 3.24574 0.96104
H 2.31089 4.05669 -0.46868
Se -2.09841 -0.97250 1.68565
C -3.09326 -2.24670 0.67798
C -2.62551 -3.54165 0.47666
C -3.38015 -4.44614 -0.25648
C -4.60353 -4.06713 -0.78980
C -5.07987 -2.78088 -0.57742
C -4.32995 -1.87420 0.15532
H -1.67333 -3.83682 0.89866
H -3.02025 -5.45661 -0.40729
H -5.18682 -4.77529 -1.36486
H -6.03922 -2.48599 -0.98432
H -4.69045 -0.86814 0.32748
```

As for the maximum force: 0.6 eV Å⁻¹. As for the molar mass: 581.662 g/mol. As for the LUMO energy (spin up / spin down): 0.013 / 0.012 Ha. The spin multiplicity is 4. For the energy above the lowest of the compared OMol25 structures with the same formula, charge and spin, the calculation gives 15.2 kcal per mole.

natural (NBO) population analysis, charges in e, atoms 1 to 2: atom 1 (Co): 1.224, atom 2 (C): -0.665